16
Properties=species:S:1:pos:R:3:forces:R:3:nbo_charge:R:1 method="wB97M-V/def2-TZVPD" spin_multiplicity=3 total_energy_ev=-19672.18996 de_lowest_kcal_mol=0.0 s_squared=2.012
C 0.8198 -1.1275 0.4753 0.719 2.460 -0.850 -0.4176
C 0.3614 1.1478 0.6185 0.576 3.412 0.203 -0.4255
C 1.0478 0.2434 -1.5436 -0.523 0.712 -0.655 -0.4186
N 0.3177 0.1026 -0.3093 0.163 -3.652 1.180 -0.4128
O -4.0984 -0.7651 -0.4846 -2.721 -0.823 -2.882 -0.7768
O -3.2075 0.0309 1.6643 0.346 0.891 2.269 -0.7497
S -2.9777 -0.6127 0.3794 2.665 0.052 0.492 1.4393
H 1.2369 -1.9071 -0.1260 0.455 -0.118 -0.594 0.2003
H 1.5058 -0.7629 1.2520 0.402 -0.307 -0.372 0.1835
H 0.0488 -1.5609 0.9928 -2.236 -0.909 1.255 0.1942
H -0.1426 0.8881 1.5651 -0.155 0.387 -0.625 0.2184
H 1.4041 1.4664 0.8955 -0.171 -0.678 0.024 0.1594
H 0.0380 2.1321 0.1480 -0.492 -1.232 0.711 0.2074
H 1.8467 1.0274 -1.4092 -0.636 -0.635 -0.649 0.1860
H 1.4828 -0.7340 -1.7169 0.379 0.189 -0.512 0.2016
H 0.3163 0.4314 -2.4013 1.229 0.251 1.004 0.2109